Record 1
ORCA calculation (wB97M-V/def2-TZVPD) on C44H33AsO5PPdS as an isolated structure.

Geometry (Å):
Pd  -0.40752  -0.77707  0.41324
S  -1.89119  -2.09376  -0.82096
C  -3.55172  -1.63051  -0.39075
C  -4.54542  -2.59049  -0.62813
C  -5.87113  -2.34359  -0.31521
C  -6.24673  -1.12787  0.24487
C  -5.27521  -0.16641  0.47855
C  -3.93769  -0.40084  0.16547
As  -2.57513  0.97427  0.34858
C  -1.85291  0.53474  2.11478
C  -1.08627  1.50225  2.77592
C  -0.38479  1.17173  3.91866
C  -0.41001  -0.13155  4.41555
C  -1.13624  -1.09948  3.75709
C  -1.86035  -0.77713  2.60579
C  -3.69468  2.51743  0.82404
C  -4.12439  2.82156  2.11296
C  -4.90333  3.94765  2.35653
C  -5.26717  4.78136  1.30597
C  -4.84071  4.48709  0.01688
C  -4.05238  3.36638  -0.21951
H  -4.25607  -3.54449  -1.05456
H  -6.61403  -3.10950  -0.50622
H  -7.28123  -0.93020  0.49730
H  -5.56854  0.78452  0.90602
H  -0.99572  2.50143  2.36883
H  0.22547  1.92457  4.40237
H  0.18145  -0.39847  5.28132
H  -1.11073  -2.12314  4.09707
H  -2.46089  -1.54317  2.12597
H  -3.85261  2.17395  2.93790
H  -5.22809  4.17020  3.36625
H  -5.87419  5.65862  1.49458
H  -5.11288  5.13627  -0.80700
H  -3.70697  3.16136  -1.22796
O  1.90778  2.62017  1.47647
C  1.77009  1.81564  0.57723
O  0.64704  1.44036  0.03462
C  2.92690  1.18973  -0.14526
C  4.24376  1.52557  0.12074
C  5.24753  0.96009  -0.64868
C  4.92743  0.06855  -1.66982
C  3.60415  -0.28318  -1.90934
C  2.59591  0.28650  -1.13769
P  0.80846  -0.09395  -1.31397
C  -0.00746  1.00858  -2.49811
C  0.51950  2.25893  -2.78800
C  -0.12424  3.09188  -3.69595
C  -1.30269  2.67512  -4.29939
C  -1.83707  1.42631  -3.99988
C  -1.18983  0.59185  -3.10199
C  0.99957  -1.61913  -2.36042
C  1.21543  -2.84964  -1.74404
C  1.45465  -3.99190  -2.49792
C  1.47754  -3.92258  -3.88381
C  1.27442  -2.70048  -4.51274
C  1.04623  -1.55852  -3.75478
H  4.44885  2.22179  0.92379
H  6.28313  1.20993  -0.45189
H  5.71267  -0.36848  -2.27588
H  3.37010  -1.00091  -2.68275
H  1.42638  2.59407  -2.29968
H  0.29062  4.06736  -3.91633
H  -1.81136  3.32678  -4.99974
H  -2.76439  1.10507  -4.45779
H  -1.61543  -0.37264  -2.84618
H  1.21602  -2.91366  -0.66209
H  1.61277  -4.93770  -1.99470
H  1.64982  -4.81633  -4.47150
H  1.29230  -2.63014  -5.59367
H  0.90030  -0.61146  -4.26145
O  3.64413  -2.71106  0.25766
C  4.27308  -2.19718  1.35814
C  5.66156  -2.12994  1.41747
C  6.29267  -1.67711  2.56744
C  5.53346  -1.32115  3.67387
C  4.14939  -1.41192  3.59720
C  3.49162  -1.81264  2.44072
C  1.97992  -1.79683  2.44417
O  1.42339  -2.38520  3.37232
O  1.43820  -1.14648  1.49148
H  4.30729  -2.84236  -0.42862
H  6.24520  -2.44368  0.55738
H  7.37428  -1.62360  2.59973
H  6.01132  -0.98247  4.58395
H  3.52761  -1.15967  4.44748

The molar mass comes out at 886.126 u. Its net charge is -1. Its lowest unoccupied orbital energy is 1.946 eV. The value obtained for the HOMO energy is -4.6 eV. The calculation puts the HOMO-LUMO gap at 0.241 Ha.

Atomic partial charges in e from the Mulliken method, atoms 1 to 4: number 1, Pd, carries -0.30; number 2, S, carries -0.35; number 3, C, carries 0.96; number 4, C, carries -0.76



Record 2
ORCA calculation (wB97M-V/def2-TZVPD) on C44H33FN9O12S3Y as an isolated structure in a non-equilibrium geometry.

Geometry (Å):
Y  -0.43201  -1.14225  -0.09131
N  -4.37253  -3.48386  1.07055
C  -3.06909  -3.21690  0.71563
S  -2.73599  -2.87801  -0.92421
N  -2.24964  -3.30369  1.75349
N  -0.97089  -2.90883  1.53004
C  -0.12467  -3.25851  2.43527
C  -0.49451  -4.06668  3.63197
C  -1.46508  -3.62716  4.53149
C  -1.76049  -4.37128  5.66405
C  -1.10068  -5.57266  5.90848
C  -0.13292  -6.01574  5.01745
C  0.17081  -5.26094  3.88961
C  1.30282  -2.90748  2.24728
C  2.16174  -2.75583  3.33095
C  3.49107  -2.45965  3.08771
C  3.93223  -2.35198  1.77723
C  3.00355  -2.51226  0.76149
N  1.71718  -2.76660  0.98852
H  -5.04419  -3.11066  0.42556
H  -4.56911  -3.34096  2.04853
H  -1.98857  -2.70227  4.32388
H  -2.51703  -4.01794  6.35670
H  -1.33759  -6.15664  6.79073
H  0.38687  -6.95032  5.19790
H  0.93203  -5.60107  3.19445
H  1.77899  -2.84603  4.34042
H  4.17639  -2.30196  3.91265
H  4.96614  -2.12717  1.54554
H  3.28250  -2.40824  -0.28130
C  -4.17445  5.42196  2.17358
C  -3.36401  5.66668  0.90545
C  -2.48874  6.90012  1.06009
C  -1.68833  7.14813  -0.20880
C  -0.86357  5.92922  -0.53581
C  0.33950  6.03308  -1.19969
C  1.07340  4.89136  -1.49912
F  2.25056  5.04405  -2.14277
C  0.63433  3.64669  -1.16065
C  -0.58491  3.52390  -0.48646
C  -1.07127  2.16710  -0.17251
O  -0.39988  1.20543  -0.54740
C  -2.30785  2.10073  0.55195
C  -2.95007  3.24625  0.85623
N  -2.52038  4.50394  0.56309
C  -1.32828  4.65779  -0.15247
C  -2.98605  0.81023  0.97177
O  -4.09426  0.91355  1.51573
O  -2.35482  -0.25250  0.70684
H  -4.60251  6.37097  2.50242
H  -3.52987  5.03525  2.96828
H  -4.99474  4.71989  2.02482
H  -4.05631  5.84481  0.07431
H  -1.80677  6.74212  1.90237
H  -3.12762  7.75173  1.29676
H  -1.04264  8.02018  -0.10716
H  -2.38147  7.35585  -1.03016
H  0.72405  7.00540  -1.48945
H  1.19594  2.74809  -1.39612
H  -3.88332  3.14405  1.39207
O  0.72468  2.00267  2.21422
C  1.10973  0.97281  1.66080
O  0.51140  -0.16345  1.66515
C  2.42864  1.02895  0.91348
C  3.41234  1.81304  1.43501
C  4.67226  1.91193  0.81801
C  4.92025  1.23918  -0.35889
C  3.94399  0.44072  -0.90767
C  2.62201  0.29122  -0.32547
O  1.71297  -0.36973  -0.87603
N  4.31475  -0.25788  -2.14053
O  3.80359  -1.33164  -2.38472
O  5.17363  0.25563  -2.85871
N  5.71665  2.71767  1.40423
O  6.81224  2.76718  0.84958
O  5.48256  3.30871  2.45166
H  3.21191  2.37309  2.33864
H  5.87748  1.32358  -0.84708
O  1.33169  -5.02533  -1.54528
C  1.06760  -4.98262  -2.86225
C  1.39860  -6.11297  -3.61553
C  1.19122  -6.13285  -4.98119
C  0.64548  -5.02560  -5.62994
C  0.30450  -3.90922  -4.88604
C  0.50061  -3.86414  -3.50550
C  0.10910  -2.66327  -2.70797
O  0.31940  -2.68988  -1.44819
N  -0.48970  -1.70784  -3.36273
N  -1.07468  -0.71874  -2.56829
C  -1.49640  0.22540  -3.32310
S  -2.58560  1.49754  -2.82832
C  -1.97773  2.62480  -4.10166
C  -1.91132  1.82913  -5.39267
S  -1.08750  0.24167  -5.05896
H  1.02189  -4.16761  -1.15767
H  1.82476  -6.96465  -3.09483
H  1.45660  -7.01948  -5.54723
H  0.48702  -5.03870  -6.70308
H  -0.13242  -3.03577  -5.35561
H  -0.99273  2.98730  -3.80285
H  -2.67001  3.46671  -4.16303
H  -1.32909  2.35127  -6.15525
H  -2.91537  1.63864  -5.77248

The molar mass comes out at 1083.904 u. Its net charge is -2. Its lowest unoccupied orbital energy is 3.442 eV. The value obtained for the HOMO energy is -2.5 eV. The calculation puts the HOMO-LUMO gap at 0.220 Ha.

Atomic partial charges in e from the Mulliken method, atoms 1 to 4: number 1, Y, carries 0.79; number 2, N, carries -0.55; number 3, C, carries 0.47; number 4, S, carries -0.63



Relative energy (zero: lowest compared OMol25 entry of this formula, charge and spin)
In order: 35.9; 25.2
Unit: kJ/mol